1.
Molecular formula: C22H18Cl4FO2Re
Method: DFT, ωB97M-V with the def2-TZVPD basis set

Structure (XYZ):
```
48
Properties=species:S:1:pos:R:3:forces:R:3:lowdin_spin:R:1
Re 0.306244 0.619803 0.326247 -0.4503 0.5586 -1.7437 0.48
C -0.412456 2.160329 3.107997 0.0953 0.0912 0.1109 0.00
C 0.620443 1.761206 2.094083 0.4255 -0.0099 0.2735 0.00
C 1.027718 2.646627 1.036671 0.2188 0.1056 0.2657 0.01
C 1.947380 2.280077 0.043014 0.0077 -0.1743 0.1374 0.02
C 2.286158 3.172857 -1.114327 0.0148 0.1368 0.1151 0.01
C 2.508268 0.973460 0.106573 -0.2143 -0.3635 0.1091 0.00
C 2.359172 0.163008 1.282554 -0.2013 0.3719 0.1338 0.00
C 3.044299 -1.160316 1.360445 0.0675 -0.0228 0.0239 0.00
C 1.404221 0.546846 2.238715 0.3369 0.2870 -0.0313 0.01
H -1.414057 2.125330 2.683768 -0.0219 -0.0112 0.0026 0.00
H -0.223222 3.172679 3.464136 -0.0030 -0.0060 0.0314 0.00
H -0.386859 1.492805 3.966428 -0.0260 -0.0227 -0.0076 0.00
H 0.512438 3.589841 0.920793 0.0218 0.0456 0.1694 0.00
H 1.858740 4.166187 -0.991249 -0.0413 -0.0176 -0.0229 0.00
H 1.933562 2.749090 -2.050476 0.1014 0.0263 -0.0796 0.00
H 3.367242 3.277822 -1.200826 0.0123 0.0117 0.0604 0.00
H 3.142221 0.614876 -0.693114 0.0441 0.0645 -0.0057 0.00
H 2.920079 -1.715181 0.430396 -0.0005 0.0060 -0.0055 0.00
H 2.664567 -1.754672 2.188119 0.0099 -0.0317 -0.0070 0.00
H 4.111177 -0.987431 1.515323 0.0069 -0.0502 -0.0049 0.00
H 1.169672 -0.140427 3.039862 -0.0330 0.0456 0.0670 0.00
Cl -1.477227 -5.850154 -0.744570 -0.0047 0.0346 0.0234 0.02
C -1.385713 -4.254898 -0.126294 0.3055 -0.0015 -0.2655 0.04
C -2.264705 -3.845257 0.888336 -0.2074 0.2512 0.2871 0.02
Cl -3.433347 -4.937337 1.506635 0.0356 0.0089 -0.0160 0.00
C -2.207214 -2.548368 1.392076 -0.0733 -0.2464 -0.0624 0.02
Cl -3.280409 -1.979945 2.600109 0.0042 0.0067 0.0212 0.01
C -1.259561 -1.672505 0.868563 0.0441 0.3684 0.0489 0.03
O -1.148900 -0.388799 1.212737 -0.3530 -0.4944 0.1448 0.20
C -0.386680 -2.081314 -0.142650 0.3214 0.2292 0.0891 0.05
O 0.436329 -1.130791 -0.580621 0.0548 -1.0138 0.0843 0.10
C -0.437802 -3.375006 -0.646653 -0.1876 -0.2102 0.0981 0.00
Cl 0.635634 -3.817413 -1.905639 0.0425 0.0177 -0.0338 0.00
F -1.130657 -1.760453 -4.284410 -0.0231 -0.0458 -0.0127 -0.01
C -1.206158 -0.845622 -3.327686 0.3365 0.2686 -0.1100 -0.01
C -0.308899 0.208068 -3.341722 -0.2043 -0.4471 -0.2052 0.02
C -0.404340 1.151162 -2.339726 0.2396 0.0282 0.3546 0.00
C -1.354818 1.029651 -1.302137 -0.2142 0.0402 -0.0186 0.01
C -1.278455 1.974465 -0.186051 -0.1019 0.2421 -0.0382 -0.01
C -2.278280 -0.043897 -1.360741 -0.1101 -0.0340 -0.2515 -0.01
C -2.213796 -0.968360 -2.372180 -0.0955 0.1234 0.2256 0.01
H 0.422531 0.279722 -4.133510 0.0074 -0.0080 -0.0141 0.00
H 0.244691 2.012184 -2.364207 -0.1220 0.1147 -0.0159 0.00
H -2.119114 2.057691 0.496091 -0.0403 -0.3106 -0.0546 0.00
H -0.955936 2.953429 -0.524576 0.0235 0.0267 0.0953 0.00
H -3.042626 -0.128917 -0.602509 -0.0401 0.0258 0.0590 0.00
H -2.911561 -1.792132 -2.433794 -0.0089 -0.0159 -0.0250 0.00
```
Forces are in eV/Å.

Summary:
ΔE to the lowest compared entry with this formula, charge and spin   36.30 kJ/mol
2S+1   2
Total charge   +1

2.
Molecular formula: C22H18ClF29N2O3P
Method: DFT, ωB97M-V with the def2-TZVPD basis set

Structure (XYZ):
```
76
Properties=species:S:1:pos:R:3:forces:R:3:lowdin_charge:R:1
N -1.987880 1.200270 -2.451526 0.3534 0.3683 0.2826 -0.24
P -1.002255 2.372800 -2.196674 -0.4714 -0.3266 -0.2716 0.76
C 0.366254 1.900274 -1.068050 0.3613 -0.1473 0.4158 -0.26
C 0.056594 1.478978 0.231318 0.4818 -0.1334 -0.0663 0.06
C 1.073244 1.026269 1.075806 0.1012 0.1599 -0.3714 -0.05
C 0.790661 0.568180 2.492074 -0.1206 -0.4059 0.0946 -0.37
F 1.663563 -0.420232 2.822763 -0.3051 0.2588 -0.0630 0.13
F -0.463967 0.060694 2.549923 0.3701 0.1937 -0.0698 0.14
C 0.912724 1.712852 3.564241 -0.0642 0.0553 0.3885 -0.51
F 2.104361 1.639995 4.168562 -0.4687 0.1829 -0.3423 0.18
F -0.052520 1.597314 4.475850 0.5169 0.1338 -0.4280 0.20
F 0.805104 2.908548 2.949070 -0.0048 -0.4221 0.3232 0.17
C 2.375888 0.977776 0.606653 -0.4724 -0.0312 0.1537 0.02
N 2.632073 1.376807 -0.647444 -0.2098 0.1382 -0.1373 -0.42
Cl 4.222474 1.302741 -1.224301 0.1796 -0.0731 0.1636 0.92
C 1.683725 1.842005 -1.490212 -0.4485 0.0235 0.2972 -0.06
H -2.932278 1.424800 -2.158284 -0.1579 -0.2460 -0.1382 -0.02
H -0.237877 2.838169 -3.280175 0.0617 0.0627 -0.0055 0.01
H -1.502108 3.532955 -1.586753 0.1934 0.1990 0.0072 0.03
H -0.972750 1.475349 0.572241 0.0029 0.0108 0.0038 0.14
H 3.203135 0.611693 1.194995 0.0849 0.0013 -0.0217 0.15
H 2.022229 2.135302 -2.475142 -0.0293 -0.0074 0.1002 0.10
C 1.764606 -3.159733 5.468942 0.4522 0.3175 -0.1280 -0.05
C 0.848802 -3.922373 4.504317 -0.0838 -0.0346 0.1046 -0.44
C -0.574742 -3.389441 4.322088 0.0544 0.0775 -0.0149 -0.32
F -1.260798 -3.451678 5.476461 -0.0595 -0.0507 -0.0188 0.11
F -1.203540 -4.141358 3.394189 -0.0691 -0.0063 0.0313 0.11
F 0.821491 -5.229748 4.801347 0.0357 0.0075 -0.0504 0.15
F 1.421109 -3.770333 3.265244 0.0660 -0.0177 -0.0728 0.09
O 1.930798 -3.704689 6.753323 -0.2521 -0.4043 -0.0685 0.06
C 1.134973 -3.338609 7.799941 0.0848 0.0184 0.1366 -0.55
C 0.410984 -4.551160 8.399040 0.0439 0.0474 -0.0080 -0.29
F -0.369236 -5.121115 7.460918 -0.0366 -0.0196 0.0103 0.10
F -0.367472 -4.120983 9.412128 -0.0469 -0.0503 0.0294 0.11
F 0.264725 -2.370216 7.462551 -0.0330 0.0447 0.0077 0.15
F 1.934279 -2.849528 8.771848 0.0181 0.1561 0.0327 0.15
H 2.753693 -3.233589 5.018557 -0.0005 0.0202 -0.0166 0.15
H 1.497447 -2.102428 5.504059 -0.1237 -0.0439 -0.0118 0.14
H -0.545664 -2.352242 3.973599 -0.0285 -0.0028 0.0209 0.16
H 1.137875 -5.276222 8.768486 -0.0204 -0.0271 0.0064 0.18
C 5.046855 4.832261 -4.941686 0.4201 0.1177 -0.0657 -0.04
C 4.351849 3.711467 -4.161652 -0.0194 -0.0584 0.1196 -0.43
C 3.618727 2.630964 -4.961385 0.0948 0.1115 -0.1103 -0.28
F 2.580179 3.147732 -5.629075 -0.0545 -0.0522 0.0427 0.12
F 3.123549 1.718638 -4.065384 0.0115 -0.0782 -0.2163 0.02
F 3.512173 4.210518 -3.222504 -0.0426 -0.0032 -0.0151 0.12
F 5.334319 3.030741 -3.489440 0.0836 0.0423 -0.1162 0.06
O 4.339570 6.043036 -5.028824 -0.3515 -0.1295 0.3266 0.06
C 3.492028 6.311600 -6.069231 0.0420 0.1866 -0.0335 -0.55
C 2.092022 6.667954 -5.551567 0.0620 0.0562 -0.0195 -0.28
F 1.596132 5.632329 -4.831944 -0.0435 -0.0508 0.0224 0.08
F 1.285000 6.884672 -6.603818 -0.0591 -0.0130 0.0196 0.12
F 3.440841 5.303135 -6.953563 -0.0016 -0.0454 -0.0654 0.16
F 3.949457 7.403039 -6.707424 0.0898 -0.0018 -0.1599 0.16
H 5.932646 5.070435 -4.354387 0.0170 -0.0120 -0.0165 0.16
H 5.382210 4.475149 -5.915698 -0.0868 -0.0746 -0.0012 0.15
H 4.295783 2.113655 -5.643719 -0.0494 -0.0223 -0.0060 0.18
H 2.140181 7.558765 -4.923626 -0.0313 -0.0014 0.0110 0.18
C -4.269715 -3.228499 -2.549861 0.3240 -0.2255 -0.2555 -0.04
C -4.656921 -1.749151 -2.439251 -0.1325 0.0014 0.1057 -0.45
C -4.231825 -1.009068 -1.168524 -0.0884 0.0441 0.0822 -0.31
F -4.837476 -1.525115 -0.083726 0.0329 0.0221 0.0041 0.10
F -4.619314 0.293450 -1.274053 0.0264 -0.0177 0.0154 0.07
F -5.977797 -1.582676 -2.633482 0.0441 -0.0136 -0.0301 0.15
F -3.990078 -1.112347 -3.444722 0.0120 0.0331 -0.0916 0.09
O -5.270803 -4.162763 -2.224160 -0.3642 0.3373 0.0470 0.06
C -5.404510 -4.671520 -0.966371 -0.0195 -0.1638 -0.0216 -0.55
C -6.818703 -4.436456 -0.419357 0.0335 -0.0219 -0.0431 -0.29
F -7.072564 -3.114292 -0.362148 -0.0094 0.0310 0.0264 0.10
F -6.881804 -4.944573 0.828243 -0.0515 0.0150 0.0326 0.11
F -4.471896 -4.198430 -0.119683 0.0397 0.0042 0.0319 0.15
F -5.245368 -6.009790 -1.041530 0.1495 -0.1136 0.0521 0.15
H -4.085559 -3.381795 -3.611864 0.0160 -0.0145 -0.0030 0.15
H -3.338095 -3.427874 -2.019531 -0.0233 0.0877 0.0634 0.15
H -3.147353 -1.036128 -1.037582 0.0011 -0.0166 -0.0485 0.16
H -7.553466 -4.927157 -1.059447 -0.0268 0.0122 0.0111 0.18
```
Forces are in eV/Å.

Summary:
DFT total energy   -132838.4692 eV
Total charge   +1

3.
Molecular formula: C22H18ClMoN2O7Se
Method: DFT, ωB97M-V with the def2-TZVPD basis set

Structure (XYZ):
```
52
Properties=species:S:1:pos:R:3:forces:R:3:lowdin_charge:R:1
Mo 0.648708 0.508370 0.610625 2.2531 0.3665 -1.0998 1.67
C 4.393047 0.064812 2.222437 -0.0846 -0.2188 0.0207 -0.04
O 4.525515 -1.374791 2.221497 0.0062 0.1531 -0.1198 -0.06
C 3.426366 -2.160444 2.245735 0.2219 -0.1954 0.2360 -0.22
C 3.582606 -3.413297 2.848870 0.1410 0.1788 -0.0134 0.00
C 2.536234 -4.303982 2.937149 -0.2639 -0.0210 -0.0571 -0.07
C 1.289649 -3.962704 2.418827 0.2458 -0.3046 0.1922 -0.04
C 1.114243 -2.742515 1.799420 -0.7448 0.1282 -0.2542 -0.14
C -0.233014 -2.437459 1.269417 0.4560 -0.3974 0.2383 -0.07
N -0.527833 -1.349686 0.690208 -0.7424 -0.1488 -0.3568 -0.16
N -1.856971 -1.219210 0.242739 0.4990 -0.4097 0.1895 0.13
C -2.088519 0.013931 -0.016317 0.2105 0.8275 0.0402 -0.42
O -1.188323 0.982856 0.139379 -1.1604 -0.3854 0.1193 -0.26
C -3.404711 0.438192 -0.548344 0.1243 0.0099 0.0625 -0.14
C -3.610039 1.780272 -0.841659 -0.0948 0.1099 -0.0463 -0.02
C -4.833324 2.201449 -1.346937 0.0625 -0.0366 0.0258 -0.08
C -5.849404 1.282536 -1.558384 -0.0130 -0.0495 0.0081 -0.10
C -5.641488 -0.061562 -1.265757 0.0080 0.0048 0.0023 -0.09
C -4.423509 -0.485471 -0.760704 -0.0480 -0.0151 -0.0269 -0.03
C 2.186221 -1.851475 1.705828 -0.2145 0.7319 -0.6106 -0.20
O 2.016016 -0.644955 1.072301 0.0286 -0.5185 0.6238 -0.30
H 5.356072 0.432850 2.566523 0.0197 -0.0161 0.0433 0.09
H 3.596451 0.372148 2.899120 -0.0588 0.0409 -0.0027 0.07
H 4.198669 0.437461 1.218141 -0.0067 0.0005 0.0099 0.07
H 4.554826 -3.641931 3.266700 -0.0125 0.0003 -0.0050 0.12
H 2.680383 -5.255498 3.431738 -0.0086 -0.0063 -0.0129 0.10
H 0.445082 -4.633712 2.508574 0.0263 -0.0151 0.0065 0.11
H -1.009059 -3.191142 1.372391 0.0663 -0.0419 0.0713 0.14
H -2.808624 2.483800 -0.663051 -0.0060 0.0019 0.0140 0.12
H -4.992112 3.249019 -1.568238 0.0033 0.0041 0.0017 0.10
H -6.806571 1.611546 -1.944399 0.0094 -0.0124 -0.0082 0.10
H -6.434674 -0.780179 -1.428841 -0.0061 0.0023 0.0036 0.10
H -4.245375 -1.525493 -0.522087 -0.0102 0.0179 0.0001 0.11
Cl 3.502025 1.113034 -1.974708 -0.2095 0.0268 -0.1252 0.67
C 2.032834 1.736409 -2.707901 0.2394 0.0481 0.0831 -0.60
C 2.133458 2.870564 -3.494786 0.0564 0.0489 -0.0435 -0.12
C 0.991129 3.437885 -4.041255 0.0356 -0.0748 0.0503 -0.10
C -0.241547 2.853220 -3.785659 0.0187 -0.0394 0.0382 -0.09
C -0.316233 1.710763 -3.005442 -0.1160 0.0450 -0.1039 -0.05
C 0.815588 1.113759 -2.444306 -0.0967 -0.0815 0.2593 -0.33
C 0.672778 -0.078983 -1.567459 -0.2761 0.2832 0.1852 -0.20
H 3.107978 3.310522 -3.662317 -0.0206 -0.0029 0.0046 0.10
H 1.067576 4.328350 -4.651743 0.0066 -0.0034 0.0132 0.10
H -1.147771 3.289542 -4.187902 0.0124 -0.0232 -0.0076 0.10
H -1.281319 1.256977 -2.810468 0.0012 0.0104 0.0075 0.11
H 1.500432 -0.777126 -1.695727 0.0160 -0.0082 0.1571 0.05
H -0.271028 -0.573372 -1.788537 0.0525 -0.1206 0.0011 0.05
O -0.961298 1.722749 3.428010 0.3269 -0.6002 0.0496 -0.56
Se -0.049837 0.384719 3.164824 -0.8830 -0.0126 0.5720 0.80
O -0.828035 -1.035256 3.498391 0.3869 0.6619 0.0187 -0.54
O 1.227980 2.081476 0.648786 -0.0393 0.0182 -0.0581 -0.42
O 1.448751 0.431032 3.855298 -0.4182 0.0382 -0.3969 -0.54
```
Forces are in eV/Å.

Summary:
ΔE to the lowest compared entry with this formula, charge and spin   90.27 kJ/mol
Total charge   -1

4.
Molecular formula: C22H18F3FeN6S
Method: DFT, ωB97M-V with the def2-TZVPD basis set

Structure (XYZ):
```
51
Properties=species:S:1:pos:R:3:forces:R:3:lowdin_spin:R:1
Fe 0.507271 0.159364 -0.136668 1.3150 0.1338 1.3192 1.02
C 0.105648 1.340096 2.667599 0.0270 0.0076 0.0845 0.00
N 0.652916 1.834261 1.384781 -0.2148 -0.1493 -0.3816 0.00
C -0.031046 3.023249 0.823350 0.0405 0.0876 0.0237 0.00
C -0.781343 2.619041 -0.396316 -0.2190 0.1148 0.0133 0.01
N -0.668554 1.412669 -0.913771 -0.1333 0.1557 -0.6179 -0.02
C -1.497351 1.372022 -2.047420 0.1137 -0.1623 0.1239 0.01
C -1.766656 0.341497 -2.942481 0.0279 -0.0341 0.0087 0.00
C -2.660784 0.617895 -3.953714 -0.0517 0.0900 -0.0102 0.00
C -3.271523 1.880299 -4.072484 0.0076 -0.0958 -0.0254 0.00
C -3.010121 2.902142 -3.185264 0.0236 0.0309 0.0378 0.00
C -2.106431 2.613812 -2.169201 -0.0551 0.1393 0.0616 0.00
N -1.627792 3.376550 -1.097054 -0.0280 -0.0270 -0.1593 0.01
C -0.624519 0.069986 2.408921 -0.1136 0.0233 0.0198 0.00
N -0.623450 -0.492638 1.216910 -0.7182 -0.5803 0.0876 0.00
C -1.404057 -1.659165 1.315080 0.0286 0.2179 -0.0459 0.01
C -1.777315 -2.597482 0.358262 0.0274 0.0124 -0.0067 0.00
C -2.585059 -3.631055 0.780595 -0.0359 -0.0196 0.0782 0.00
C -3.014339 -3.732686 2.115926 -0.0058 -0.0428 -0.0943 0.00
C -2.660061 -2.798849 3.065104 0.0304 0.0534 0.0322 0.00
C -1.850233 -1.758201 2.626654 -0.0302 0.0382 0.1188 0.00
N -1.333659 -0.638722 3.287714 -0.0519 -0.1234 0.0559 0.00
H -0.560070 2.073232 3.127138 0.0152 0.0228 -0.0001 0.00
H 0.916746 1.163493 3.376151 0.0492 0.0024 -0.0461 0.00
H 1.628784 2.066306 1.519094 -0.0026 -0.0766 0.0266 0.00
H 0.704427 3.786859 0.562079 0.0385 -0.0278 0.0088 0.00
H -0.708306 3.480411 1.547584 0.0261 -0.0315 0.0412 0.00
H -1.297367 -0.629830 -2.852057 0.0169 0.0182 -0.0068 0.00
H -2.904384 -0.151937 -4.672508 0.0055 0.0099 -0.0100 0.00
H -3.970134 2.050732 -4.879779 0.0093 -0.0043 -0.0055 0.00
H -3.486010 3.868815 -3.276191 0.0047 -0.0022 -0.0018 0.00
H -1.856049 4.340571 -0.906915 -0.0196 -0.0153 0.0090 0.00
H -1.458121 -2.521853 -0.672185 -0.0407 0.0009 -0.0114 0.00
H -2.903674 -4.380195 0.069318 0.0134 -0.0123 0.0077 0.00
H -3.644918 -4.562526 2.403148 0.0017 -0.0016 -0.0093 0.00
H -2.997782 -2.874651 4.089486 -0.0019 0.0078 -0.0024 0.00
H -1.457900 -0.418510 4.264109 -0.0124 0.0115 -0.0106 0.00
F 3.645797 -3.612542 0.566285 -0.0465 -0.0132 0.0916 0.00
C 4.271797 -3.014700 -0.454824 -0.0737 -0.0167 -0.1122 0.00
F 3.781753 -3.529653 -1.587074 -0.0100 -0.0065 -0.0581 0.00
F 5.564106 -3.303344 -0.380381 0.1232 0.0048 -0.0063 0.00
C 4.037429 -1.522692 -0.404660 0.1018 0.0944 0.1519 0.00
C 5.070372 -0.615911 -0.259853 -0.0108 0.0448 -0.0013 0.00
C 4.796223 0.752089 -0.168288 0.1296 -0.0549 -0.0020 0.00
C 3.489471 1.165956 -0.189169 -0.2113 -0.1145 0.0131 0.00
N 2.484296 0.278875 -0.326284 0.3595 0.7961 -0.3386 0.01
C 2.746809 -1.015475 -0.466498 -0.0298 -0.3028 -0.4072 0.00
S 1.229075 -1.843620 -0.735215 -0.4318 -0.1979 -0.0326 -0.05
H 6.091285 -0.973544 -0.225852 0.0028 0.0129 0.0062 0.00
H 5.592710 1.476298 -0.082596 0.0141 -0.0187 0.0030 0.00
H 3.222084 2.213258 -0.120586 -0.0049 -0.0002 -0.0210 0.00
```
Forces are in eV/Å.

Summary:
ΔE to the lowest compared entry with this formula, charge and spin   0.00 kJ/mol
2S+1   2
Total charge   +2